C67H56F3INO19PTa | ωB97M-V/def2-TZVPD

Lowest unoccupied orbital energy   -0.72 eV
HOMO level   -4.4 eV
HOMO-LUMO gap   3.67 eV
Charge   -1

Each line ends with the Löwdin charge.
Geometry (Å):
C1 5.5183 6.7505 5.5725  -0.14
C2 6.0873 6.1651 4.4622  -0.40
Ta1 4.6182 5.1829 2.9694  1.47
C3 5.0917 3.2128 4.0474  -0.41
C4 4.8077 1.8607 3.3011  -0.38
C5 5.5127 1.6633 1.9267  -0.18
C6 3.0988 4.2070 1.5513  -0.36
C7 1.6449 4.5568 2.1030  -0.20
C8 0.5213 4.1110 1.1289  -0.56
F1 -0.6628 3.7944 1.7337  0.09
F2 0.9198 3.0346 0.3750  0.07
F3 0.2998 5.1345 0.2377  0.08
C9 4.2368 7.2425 1.9899  -0.30
C10 4.8496 8.4917 2.4849  -0.12
C11 4.5662 9.6890 1.7584  -0.20
N1 3.8109 9.8798 0.6670  0.01
C12 3.1956 8.7733 0.2061  -0.16
C13 3.3918 7.5002 0.8348  -0.13
P1 6.6219 4.9273 1.2740  0.22
O1 6.9693 6.4646 0.6569  -0.53
I1 8.6016 4.0891 2.4807  0.27
H1 5.5681 7.8638 5.6606  0.04
H2 4.9885 6.1649 6.3534  0.04
H3 7.1852 6.1527 4.2573  -0.02
H4 3.2516 5.5212 4.1961  -0.07
H5 6.1699 3.2562 4.3528  -0.01
H6 4.5053 3.1946 5.0093  0.03
H7 3.7034 1.7254 3.1632  0.08
H8 5.1370 1.0105 3.9609  0.09
H9 6.6268 1.7071 1.9703  0.02
H10 5.2589 0.6516 1.5196  0.06
H11 5.1627 2.3903 1.1494  0.02
H12 3.1213 3.0923 1.5127  0.02
H13 3.2233 4.5321 0.4819  0.05
H14 1.5504 5.6038 2.4560  0.09
H15 1.5199 3.9129 3.0144  0.10
H16 5.5001 8.5301 3.3730  0.06
H17 5.0669 10.6100 2.1444  0.09
H18 2.5566 8.8679 -0.6916  0.09
H19 2.8361 6.6512 0.3779  0.06
H20 7.2946 7.0682 1.3468  0.02
C14 -1.5740 0.8531 3.4611  0.03
C15 -2.8124 0.3645 3.4265  0.03
C16 -3.6274 0.2525 4.6572  -0.38
O2 -4.7575 -0.1951 4.6266  0.08
C17 -3.0152 0.7052 5.9282  0.02
C18 -1.7773 1.1937 5.9634  0.02
C19 -0.9606 1.3063 4.7315  -0.39
O3 0.1663 1.7528 4.7617  0.11
H21 -0.9621 0.9426 2.5720  0.12
H22 -3.2773 0.0294 2.5070  0.13
H23 -3.6274 0.6160 6.8169  0.12
H24 -1.3132 1.5290 6.8828  0.13
C20 2.7685 -3.5703 5.3277  0.03
C21 1.8875 -4.3001 6.0090  0.02
C22 0.6960 -3.6809 6.6328  -0.38
O4 -0.1075 -4.3475 7.2568  0.08
C23 0.5198 -2.2203 6.4695  0.02
C24 1.3999 -1.4883 5.7885  0.04
C25 2.5936 -2.1071 5.1632  -0.38
O5 3.3939 -1.4450 4.5419  0.13
H25 3.6456 -4.0054 4.8655  0.12
H26 1.9993 -5.3694 6.1384  0.12
H27 -0.3581 -1.7863 6.9323  0.12
H28 1.2858 -0.4182 5.6609  0.11
C26 0.0756 -0.3126 -0.5221  0.02
C27 1.3759 -0.2923 -0.2361  0.04
C28 2.1990 -1.5230 -0.3141  -0.38
O6 3.3815 -1.5096 -0.0527  0.12
C29 1.5170 -2.7746 -0.7255  0.03
C30 0.2166 -2.7917 -1.0115  0.02
C31 -0.6028 -1.5609 -0.9317  -0.39
O7 -1.7919 -1.5755 -1.1947  0.07
H29 -0.5405 0.5770 -0.4693  0.12
H30 1.8866 0.6149 0.0648  0.12
H31 2.1326 -3.6639 -0.7785  0.12
H32 -0.2980 -3.6959 -1.3126  0.12
C32 -1.4053 -7.2074 8.8012  0.02
C33 -2.5462 -6.8118 8.2408  0.02
C34 -3.7694 -7.6432 8.3194  -0.39
O8 -4.8103 -7.2856 7.8076  0.10
C35 -3.6748 -8.9312 9.0472  0.02
C36 -2.5340 -9.3265 9.6074  0.02
C37 -1.3103 -8.4942 9.5284  -0.39
O9 -0.2703 -8.8542 10.0412  0.10
H33 -0.5023 -6.6119 8.7521  0.11
H34 -2.6319 -5.8739 7.7065  0.12
H35 -4.5788 -9.5252 9.0950  0.12
H36 -2.4465 -10.2642 10.1420  0.12
C38 -9.4974 2.0193 1.4714  0.02
C39 -8.5995 1.3160 0.7851  0.02
C40 -7.3553 0.8265 1.4246  -0.38
O10 -6.5354 0.1870 0.7985  0.11
C41 -7.1502 1.1482 2.8560  0.03
C42 -8.0491 1.8520 3.5419  0.03
C43 -9.2923 2.3412 2.9034  -0.39
O11 -10.1138 2.9812 3.5282  0.10
H37 -10.4114 2.3858 1.0213  0.12
H38 -8.7332 1.0712 -0.2612  0.12
H39 -6.2366 0.7819 3.3069  0.09
H40 -7.9153 2.0968 4.5880  0.12
C44 -2.3097 0.2407 -4.4752  0.04
C45 -1.9385 -1.0228 -4.2823  0.04
C46 -1.5558 -1.8905 -5.4180  -0.35
O12 -1.2176 -3.0466 -5.2439  0.08
C47 -1.5996 -1.3016 -6.7767  0.03
C48 -1.9709 -0.0377 -6.9692  0.03
C49 -2.3539 0.8313 -5.8317  -0.37
O13 -2.6906 1.9855 -6.0045  0.09
H41 -2.5936 0.8903 -3.6565  0.13
H42 -1.9003 -1.4686 -3.2967  0.09
H43 -1.3155 -1.9522 -7.5948  0.13
H44 -2.0096 0.4102 -7.9541  0.12
C50 0.0377 -6.4218 -5.1220  0.03
C51 -0.7557 -5.8057 -5.9969  0.03
C52 -1.0643 -6.4145 -7.3102  -0.37
O14 -1.7869 -5.8521 -8.1112  0.09
C53 -0.4604 -7.7332 -7.6144  0.02
C54 0.3320 -8.3479 -6.7397  0.02
C55 0.6420 -7.7391 -5.4236  -0.39
O15 1.3634 -8.3017 -4.6256  0.10
H45 0.2759 -5.9922 -4.1571  0.12
H46 -1.2071 -4.8386 -5.7911  0.08
H47 -0.6984 -8.1627 -8.5798  0.11
H48 0.7826 -9.3110 -6.9444  0.12
C56 -0.9235 -6.0416 -11.3380  0.03
C57 -0.8809 -7.3052 -11.7563  0.02
C58 -0.2683 -7.6653 -13.0554  -0.39
O16 -0.2310 -8.8171 -13.4381  0.10
C59 0.2972 -6.5658 -13.8722  0.02
C60 0.2553 -5.3022 -13.4554  0.02
C61 -0.3578 -4.9420 -12.1550  -0.38
O17 -0.3943 -3.7906 -11.7740  0.11
H49 -1.3685 -5.7609 -10.3907  0.10
H50 -1.2885 -8.1213 -11.1727  0.12
H51 0.7415 -6.8480 -14.8184  0.12
H52 0.6629 -4.4866 -14.0394  0.12
C62 -2.0113 7.3507 -4.4595  0.02
C63 -0.7101 7.3623 -4.1778  0.02
C64 0.1071 6.1292 -4.2687  -0.39
O18 1.2921 6.1392 -4.0109  0.11
C65 -0.5796 4.8849 -4.6861  0.03
C66 -1.8813 4.8722 -4.9682  0.02
C67 -2.6976 6.1055 -4.8773  -0.38
O19 -3.8845 6.0974 -5.1359  0.10
H53 -2.6240 8.2413 -4.3979  0.12
H54 -0.1923 8.2626 -3.8719  0.12
H55 0.0336 3.9944 -4.7474  0.12
H56 -2.3974 3.9707 -5.2737  0.08

Atomic forces in eV per Å
C 0.5627 0.4557 -1.3303
C -0.6815 -2.4409 1.1406
Ta 0.3930 0.2900 1.9407
C 0.0214 -0.6480 -0.7450
C 0.2828 -0.3724 0.4377
C -0.2785 -0.3046 -0.3607
C -0.8271 -0.4760 0.1005
C 0.3901 -1.4905 0.4885
C 1.5071 1.3203 0.0148
F 0.7280 0.1244 -0.6761
F -0.9368 0.4483 0.5570
F -0.4823 -0.9655 0.3909
C -0.2035 2.5210 -0.8429
C -1.6839 -0.7283 -2.1055
C 1.1711 0.2073 1.3411
N -0.2367 -1.0843 0.1936
C 0.8246 -1.0297 1.1945
C 0.0184 -0.0358 0.0616
P -0.2276 0.9835 -0.6362
O 0.7376 -0.7446 0.5956
I 0.1457 0.2949 0.0074
H 0.6664 -0.7700 1.0140
H -0.7274 0.6564 -1.1239
H -0.8509 1.5396 -0.7653
H 0.4814 0.3362 -0.1270
H -0.8209 -0.1027 -0.2408
H 0.4120 0.2306 -0.7043
H 0.7810 0.1175 0.0785
H -0.3670 0.5406 -0.5419
H -0.8230 0.1378 0.1646
H 0.1574 0.6518 0.3224
H 0.3739 -0.4200 0.7159
H 0.1735 0.7672 0.0418
H -0.0595 0.0070 0.8990
H -0.3398 -0.5629 -0.6280
H -0.0034 0.6034 -0.6418
H -0.3877 -0.0558 -0.6210
H -0.4598 -0.6180 -0.3724
H 0.4044 -0.0386 0.6166
H 0.4972 0.6461 0.3516
H -0.4269 -0.1275 -0.2071
C -0.1182 -0.0745 -0.1270
C 0.1086 0.0120 -0.0998
C -0.0708 -0.0628 -0.0699
O 0.0945 0.0666 0.0951
C 0.0987 0.0259 0.1265
C -0.1418 -0.0583 0.1219
C 0.1868 0.1477 -0.1142
O -0.0728 -0.1145 0.0599
H 0.0359 0.0549 0.0332
H -0.0433 -0.0084 0.0216
H -0.0330 -0.0162 -0.0281
H 0.0339 0.0315 -0.0323
C -0.0545 -0.2045 0.0708
C 0.1282 -0.0079 -0.0781
C -0.0951 -0.0519 0.0683
O 0.0064 -0.0235 -0.0049
C 0.0344 0.1153 -0.0642
C -0.2053 0.0669 0.1064
C 0.1755 0.1574 -0.1300
O -0.0812 -0.0943 0.0437
H 0.0116 0.0530 -0.0165
H -0.0391 0.0045 0.0264
H -0.0111 -0.0396 0.0183
H 0.0945 0.0091 -0.0391
C 0.0328 0.0719 0.0451
C -0.0515 0.1846 0.0369
C 0.2210 0.0499 0.0636
O -0.1157 -0.0577 -0.0474
C -0.1584 -0.1185 -0.0589
C 0.1071 -0.1148 -0.0076
C -0.0746 0.0568 0.1091
O 0.1199 -0.0339 0.0762
H 0.0020 0.0088 -0.0125
H 0.0303 -0.0149 0.0073
H 0.0355 0.0283 0.0125
H -0.0413 0.0297 -0.0059
C -0.0036 0.1126 -0.0547
C 0.1206 0.0473 0.0084
C -0.1254 0.1135 -0.1017
O 0.0609 -0.0628 0.0564
C 0.0666 -0.1450 0.0984
C -0.1728 -0.0601 -0.0189
C 0.1670 0.0036 0.0524
O -0.0950 -0.0075 -0.0294
H -0.0130 0.0115 -0.0233
H 0.0105 -0.0063 0.0001
H -0.0199 0.0355 -0.0269
H 0.0449 0.0151 0.0062
C 0.0348 -0.0713 -0.1626
C -0.1670 0.0714 -0.0314
C 0.1336 -0.0909 -0.0592
O -0.0680 0.0645 0.0286
C 0.0153 0.0998 0.1486
C 0.1142 -0.0783 -0.0582
C -0.0988 0.0987 0.1635
O 0.0393 -0.0483 -0.0724
H -0.0076 0.0215 0.0440
H 0.0435 -0.0164 0.0052
H -0.0473 -0.0663 -0.0408
H -0.0344 0.0151 -0.0067
C 0.0261 -0.0655 0.0949
C 0.0035 -0.0089 0.0654
C -0.0209 0.0402 -0.0013
O -0.0500 0.5752 0.1531
C 0.0056 0.0313 -0.1498
C 0.0418 -0.1242 -0.0838
C -0.0520 0.1349 0.0443
O 0.0318 -0.2214 -0.0931
H -0.0098 0.0072 -0.0106
H -0.0803 -0.0046 -0.0948
H -0.0044 -0.0247 0.0186
H -0.0087 0.0293 0.0226
C -0.0773 0.0490 -0.1208
C -0.1593 0.0267 0.1222
C -0.0175 0.0478 0.0283
O 0.0613 -0.0850 0.0110
C 0.0604 -0.1170 -0.0392
C -0.0680 -0.0396 -0.1789
C 0.1331 0.0252 0.2305
O -0.0561 -0.0125 -0.1023
H 0.0104 -0.0202 0.0019
H 0.1685 -0.4210 -0.1549
H -0.0066 0.0135 -0.0029
H 0.0179 0.0064 0.0443
C -0.0860 -0.1005 0.1004
C 0.0012 0.1490 0.0776
C -0.0162 -0.2228 -0.0188
O 0.0110 0.0922 0.0119
C 0.0414 0.1737 -0.0428
C 0.0612 -0.0958 -0.1451
C -0.0094 0.1495 0.0584
O 0.0124 -0.0876 -0.0478
H 0.0070 0.0087 0.0058
H -0.0101 -0.0235 -0.0475
H -0.0134 -0.0474 0.0133
H -0.0126 0.0240 0.0374
C 0.1210 0.1046 0.0377
C -0.1727 0.1175 -0.0129
C 0.2549 -0.0620 0.0803
O -0.0956 0.0276 -0.0617
C -0.1808 -0.0427 -0.0436
C 0.0727 -0.0914 0.0044
C -0.1145 -0.0019 -0.0109
O 0.0833 0.0244 0.0180
H -0.0316 -0.0259 -0.0071
H 0.0440 -0.0390 0.0164
H 0.0385 0.0263 0.0215
H -0.0090 0.1011 0.0201